# 1
{"formula": "C3H6N2O2", "method": "wB97M-V/def2-TZVPD", "symbols": ["C", "C", "C", "N", "N", "O", "O", "H", "H", "H", "H", "H", "H"], "xyz": [[-0.907, 1.263, -0.048], [1.609, 0.123, -0.062], [0.331, -0.294, -0.604], [-1.903, 0.865, 0.600], [-0.322, -1.455, -0.013], [2.098, -0.797, 0.788], [2.212, 1.149, -0.301], [-0.737, 2.324, -0.195], [0.178, -0.167, -1.696], [-2.497, 1.637, 0.720], [-0.901, -1.816, -0.826], [-0.756, -1.236, 0.794], [1.595, -1.593, 0.844]], "nbo_charge": [0.138, 0.721, -0.142, -0.668, -0.846, -0.677, -0.572, 0.171, 0.240, 0.352, 0.391, 0.388, 0.503], "e_homo_ev": -9.42, "multiplicity": 1, "e_above_lowest_kcal_mol": 83.3, "orbital_gap_ev": 10.18, "lumo_ha": 0.028}

# 2
{"formula": "C16H15FN2O2", "method": "wB97M-V/def2-TZVPD", "symbols": ["C", "C", "N", "C", "C", "O", "O", "C", "C", "C", "C", "C", "C", "N", "C", "C", "C", "C", "F", "C", "C", "H", "H", "H", "H", "H", "H", "H", "H", "H", "H", "H", "H", "H", "H", "H"], "xyz": [[3.544, 2.939, 0.157], [3.600, 1.424, 0.060], [2.293, 0.806, 0.033], [2.071, -0.559, -0.031], [3.060, -1.618, -0.086], [2.773, -2.794, -0.125], [4.349, -1.195, -0.094], [5.321, -2.226, -0.153], [0.702, -0.826, -0.039], [0.075, 0.414, 0.032], [1.077, 1.409, 0.065], [0.418, 2.661, 0.100], [-0.921, 2.383, 0.073], [-1.155, 1.029, 0.033], [-2.402, 0.409, 0.016], [-2.555, -0.864, 0.565], [-3.786, -1.489, 0.553], [-4.867, -0.830, -0.004], [-6.075, -1.434, -0.013], [-4.744, 0.434, -0.551], [-3.507, 1.050, -0.544], [3.039, 3.362, -0.707], [3.028, 3.248, 1.062], [4.558, 3.329, 0.188], [4.142, 1.134, -0.847], [4.155, 1.023, 0.915], [5.231, -2.884, 0.714], [5.188, -2.823, -1.058], [6.288, -1.730, -0.160], [0.284, -1.809, -0.104], [0.838, 3.645, 0.144], [-1.736, 3.078, 0.118], [-1.707, -1.354, 1.014], [-3.916, -2.472, 0.975], [-5.605, 0.919, -0.983], [-3.398, 2.026, -0.989]], "nbo_charge": [-0.619, -0.192, -0.320, -0.014, 0.756, -0.604, -0.522, -0.258, -0.235, 0.051, 0.164, -0.346, -0.005, -0.351, 0.155, -0.219, -0.251, 0.376, -0.324, -0.261, -0.219, 0.211, 0.212, 0.223, 0.207, 0.207, 0.194, 0.195, 0.191, 0.242, 0.230, 0.213, 0.229, 0.232, 0.232, 0.221], "e_homo_ev": -7.72, "multiplicity": 1, "smiles": "CCn1c(C(=O)OC)cc2c1ccn2-c1ccc(F)cc1", "orbital_gap_ev": 8.45, "lumo_ha": 0.027}

# 3
{"formula": "C4H9NO", "method": "wB97M-V/def2-TZVPD", "symbols": ["N", "C", "C", "C", "C", "O", "H", "H", "H", "H", "H", "H", "H", "H", "H"], "xyz": [[-2.022, 1.021, 0.885], [-1.241, -0.161, 0.459], [0.273, 0.165, 0.507], [1.109, -0.764, -0.402], [2.099, -0.060, -1.255], [3.161, -0.499, -1.622], [-2.415, 1.488, 0.080], [-2.758, 0.803, 1.539], [-1.508, -0.444, -0.559], [-1.443, -0.940, 1.185], [0.370, 1.209, 0.236], [0.617, 0.038, 1.527], [0.426, -1.214, -1.141], [1.517, -1.586, 0.181], [1.815, 0.945, -1.620]], "nbo_charge": [-0.850, -0.210, -0.402, -0.525, 0.445, -0.519, 0.358, 0.363, 0.170, 0.189, 0.209, 0.209, 0.228, 0.234, 0.101], "e_homo_ev": -9.48, "multiplicity": 1, "e_above_lowest_kcal_mol": 34.4, "smiles": "NCCCC=O", "orbital_gap_ev": 10.45, "lumo_ha": 0.035}